C49H32AsBrF5I2N4OS4Y | the ωB97M-V functional and the def2-TZVPD basis

Last column: Mulliken charge in e.
Element x y z (Å)
Y  -0.523  0.448  0.091  -0.42
Br  -0.174  -1.324  -7.337  -0.20
C  -0.248  -1.214  -5.457  -0.52
C  -0.690  -2.311  -4.711  -0.39
C  -0.745  -2.246  -3.337  -0.66
C  -0.374  -1.085  -2.653  0.47
O  -0.444  -1.036  -1.338  -0.05
C  0.078  0.011  -3.407  0.11
C  0.546  1.257  -2.840  -0.30
N  0.558  1.609  -1.598  1.19
C  1.123  2.879  -1.265  -0.46
C  2.269  3.371  -1.807  0.51
C  2.735  4.656  -1.435  -1.30
C  2.022  5.430  -0.568  -0.68
C  0.815  4.938  -0.008  1.22
C  -0.018  5.704  0.841  -0.75
C  -1.185  5.174  1.303  -1.47
C  -1.494  3.837  0.982  -0.28
N  -0.731  3.081  0.232  -0.10
C  0.396  3.641  -0.320  0.22
C  0.136  -0.073  -4.813  -0.76
H  -0.986  -3.218  -5.221  0.47
H  -1.084  -3.091  -2.751  0.49
H  0.916  1.979  -3.571  0.56
H  2.840  2.775  -2.509  0.46
H  3.665  5.017  -1.854  0.44
H  2.364  6.420  -0.293  0.47
H  0.278  6.714  1.100  0.46
H  -1.863  5.739  1.927  0.42
H  -2.392  3.375  1.375  0.76
H  0.504  0.774  -5.380  0.52
I  -1.007  -2.375  1.713  -0.05
C  1.052  -2.771  1.408  -1.01
I  2.259  -1.159  0.611  0.24
H  1.090  -3.593  0.704  0.69
H  1.452  -3.046  2.377  0.55
F  -5.437  -4.671  0.179  -0.31
C  -4.918  -3.443  0.095  0.76
C  -4.835  -2.643  1.217  0.21
F  -5.272  -3.100  2.396  -0.33
C  -4.284  -1.376  1.121  -0.17
F  -4.195  -0.674  2.268  -0.27
C  -3.815  -0.855  -0.073  0.59
S  -3.127  0.776  -0.222  -0.56
C  -3.917  -1.686  -1.181  0.32
F  -3.484  -1.283  -2.384  -0.42
C  -4.451  -2.961  -1.110  0.10
F  -4.510  -3.723  -2.206  -0.32
C  3.205  4.661  2.743  -0.87
C  2.063  4.817  3.520  -0.79
C  1.088  3.825  3.550  -0.67
C  1.248  2.669  2.795  0.96
C  2.384  2.529  1.995  0.61
C  3.363  3.515  1.973  -0.62
As  -0.033  1.188  2.817  2.13
C  0.837  -0.032  4.075  0.40
C  0.031  -0.873  4.837  -0.48
C  0.595  -1.798  5.704  -0.74
C  1.978  -1.893  5.813  -0.59
C  2.785  -1.054  5.058  -0.67
C  2.216  -0.125  4.191  -0.36
C  -1.451  1.823  3.986  0.38
C  -1.174  2.091  5.327  -0.51
C  -2.179  2.537  6.171  -0.75
C  -3.471  2.713  5.685  -0.54
C  -3.755  2.427  4.359  -1.04
C  -2.747  1.979  3.509  -0.43
H  3.966  5.430  2.739  0.43
H  1.926  5.715  4.109  0.43
H  0.200  3.976  4.149  0.37
H  2.523  1.650  1.373  -1.16
H  4.238  3.378  1.348  0.50
H  -1.048  -0.809  4.766  0.53
H  -0.046  -2.444  6.291  0.43
H  2.421  -2.614  6.488  0.40
H  3.863  -1.120  5.137  0.45
H  2.870  0.517  3.616  0.38
H  -0.177  1.939  5.721  0.56
H  -1.956  2.736  7.211  0.43
H  -4.255  3.060  6.345  0.41
H  -4.762  2.536  3.979  0.51
H  -2.994  1.723  2.483  0.20
S  3.960  -2.103  -5.447  -0.30
C  4.351  -1.503  -3.946  0.03
S  3.642  -0.088  -3.277  0.07
C  4.479  -0.271  -1.778  -0.09
N  5.270  -1.300  -1.764  -0.80
N  5.197  -1.963  -2.998  0.68
C  5.988  -3.155  -3.091  0.26
C  6.722  -3.409  -4.235  -0.41
C  7.487  -4.566  -4.301  -0.64
C  7.521  -5.449  -3.230  -0.45
C  6.785  -5.174  -2.083  -0.58
C  6.013  -4.023  -2.011  -0.31
S  4.156  0.825  -0.474  -0.15
H  6.687  -2.717  -5.064  0.42
H  8.062  -4.771  -5.195  0.36
H  8.119  -6.349  -3.288  0.37
H  6.807  -5.856  -1.243  0.35
H  5.443  -3.784  -1.123  0.48

Calculated values
**E_LUMO**: -0.89 eV
**HOMO-LUMO gap**: 0.2319 Ha
**Charge**: 0
**Energy**: -9716.4396 Ha
**Relative energy (zero: lowest compared OMol25 entry of this formula, charge and spin)**: 31.31 kJ/mol